1.
C26H21BrN10O2S3Tc | ωB97M-V/def2-TZVPD

Last column: Mulliken charge in e.
Element x y z (Å)
Tc1 -1.30 1.25 1.27  -0.129
O1 1.37 0.21 4.59  -0.663
C1 1.25 -1.13 4.60  0.503
C2 1.91 -1.86 5.55  -0.520
C3 1.87 -3.22 5.56  -0.334
C4 1.21 -3.92 4.57  -0.840
C5 0.56 -3.20 3.58  -0.285
C6 0.55 -1.78 3.60  -0.224
C7 -0.11 -1.03 2.45  1.015
O2 -0.73 0.20 2.83  -0.787
N1 0.94 -0.70 1.57  -0.107
N2 0.61 0.12 0.53  0.284
C8 1.27 -0.07 -0.54  -0.932
C9 1.62 0.92 -1.63  0.057
Br1 1.39 2.73 -1.17  -0.107
C10 2.03 0.59 -2.82  -0.599
C11 2.35 -0.79 -3.19  0.485
C12 1.72 -1.30 -4.28  -0.032
C13 2.17 -2.50 -4.84  -0.791
C14 3.15 -3.22 -4.19  -0.236
C15 3.77 -2.75 -3.03  -0.909
C16 3.37 -1.51 -2.57  -0.172
H1 0.52 0.54 4.15  0.326
H2 2.36 -1.25 6.34  0.383
H3 2.40 -3.66 6.37  0.399
H4 1.23 -4.99 4.61  0.416
H5 0.09 -3.71 2.69  0.316
H6 -0.82 -1.65 1.90  0.223
H7 1.77 -1.31 1.47  0.437
H8 1.82 -0.98 -0.57  0.575
H9 2.28 1.35 -3.50  0.524
H10 0.91 -0.77 -4.77  0.219
H11 1.67 -2.87 -5.75  0.338
H12 3.47 -4.22 -4.55  0.319
H13 4.61 -3.21 -2.59  0.450
H14 3.85 -1.07 -1.72  0.552
S1 -3.10 2.16 2.48  -0.098
C17 -2.16 3.29 3.56  0.544
C18 -2.89 3.63 4.69  -0.187
N3 -3.45 3.88 5.67  -0.448
C19 -0.91 3.70 3.24  0.560
S2 -0.04 3.21 1.77  -0.200
C20 -0.19 4.67 4.03  -0.213
N4 0.25 5.43 4.76  -0.414
N5 -2.55 -0.33 0.62  -0.433
C21 -2.56 -1.12 -0.24  0.912
N6 -2.59 -2.14 -1.03  -0.809
C22 -1.90 -2.20 -2.15  0.625
N7 -1.24 -2.31 -3.10  -0.557
C23 -2.64 0.32 -4.62  -1.162
C24 -1.47 1.16 -4.10  0.731
C25 -1.72 1.80 -2.81  0.087
N8 -1.42 1.27 -1.68  0.088
N9 -1.92 1.99 -0.63  0.024
C26 -2.44 3.13 -0.97  0.630
N10 -2.92 4.12 -0.23  -0.347
S3 -2.47 3.34 -2.70  -0.271
H15 -2.42 0.04 -5.67  0.352
H16 -3.53 0.86 -4.64  0.433
H17 -2.75 -0.57 -3.95  0.196
H18 -1.33 1.90 -4.88  0.472
H19 -0.55 0.61 -4.06  -0.915
H20 -2.83 4.03 0.76  0.003
H21 -3.38 4.89 -0.65  0.242

ΔE to the lowest compared entry with this formula, charge and spin   0.0 kcal/mol
Orbital gap (alpha / beta)   7.6 / 6.5 eV
LUMO level (alpha / beta)   -0.0378 / -0.0834 hartree
Molar mass   779.6 g mol⁻¹
Electronic energy   -151042.56829 eV
2S+1   4
Highest occupied orbital energy (alpha / beta)   -8.59 / -8.75 eV



2.
C7H12F3O4P | ωB97M-V/def2-TZVPD

Last column: Mulliken charge in e.
Element x y z (Å)
C1 0.39 -2.04 0.03  -1.821
C2 0.85 -0.56 0.04  2.024
C3 1.29 -0.22 1.44  -1.961
C4 2.08 -0.36 -0.89  -1.987
C5 -0.17 0.58 -0.45  0.392
O1 -0.60 0.35 -1.73  -0.603
C6 -1.56 0.28 0.59  -1.309
C7 -2.63 -0.42 -0.19  0.951
F1 -3.61 0.29 -0.67  -0.282
F2 -2.23 -1.40 -0.96  -0.243
F3 -3.38 -1.25 0.78  -0.440
P1 0.17 2.50 -0.16  0.910
O2 0.03 2.97 1.29  -0.795
O3 -0.96 2.90 -1.13  -0.860
O4 1.62 2.76 -0.71  -0.843
H1 -0.38 -2.27 -0.75  0.203
H2 1.25 -2.69 -0.02  0.490
H3 -0.03 -2.24 0.99  0.399
H4 1.91 0.85 1.48  0.265
H5 1.99 -0.92 1.74  0.650
H6 0.59 -0.19 2.28  0.257
H7 2.58 0.55 -0.70  0.479
H8 2.89 -1.11 -0.61  0.457
H9 1.89 -0.58 -1.95  0.314
H10 -0.69 1.30 -1.99  0.545
H11 -1.93 1.27 0.81  0.508
H12 -1.35 -0.34 1.44  0.300

SMILES   CC(C)(C)[C@@](O)(CC(F)(F)F)P(=O)([O-])[O-]
ΔE to the lowest compared entry with this formula, charge and spin   0.0 kcal/mol
Orbital gap   5.9 eV
LUMO level   0.2113 hartree
Molar mass   248.1 g mol⁻¹
Electronic energy   -33086.12742 eV
Highest occupied orbital energy   -0.11 eV
Net charge   -2



3.
C6H12O2 | ωB97M-V/def2-TZVPD

Last column: Mulliken charge in e.
Element x y z (Å)
C1 -0.30 0.88 0.07  -0.694
C2 -1.06 1.79 -0.57  -0.947
C3 0.82 -0.80 -1.42  -1.212
C4 -0.20 -0.46 -0.56  0.403
C5 -1.19 -1.50 -0.20  -0.367
C6 -2.50 -1.45 -0.52  -0.801
H1 0.42 1.12 0.86  0.536
H2 -1.32 2.76 -0.13  0.335
H3 -1.58 1.49 -1.47  0.307
H4 0.86 -1.82 -1.81  0.255
H5 1.54 -0.06 -1.72  0.475
H6 -0.81 -2.28 0.45  0.307
H7 -3.13 -2.30 -0.28  0.307
H8 -2.91 -0.56 -0.98  0.289
H9 1.90 -0.02 3.39  0.318
H10 0.37 -0.35 3.20  0.308
O1 1.23 -0.37 2.78  -0.677
H11 3.10 0.82 -0.67  0.387
H12 1.99 1.41 0.06  0.212
O2 2.77 1.71 -0.47  -0.742

ΔE to the lowest compared entry with this formula, charge and spin   49.2 kcal/mol
Orbital gap (alpha / beta)   2.8 / 7.5 eV
LUMO level (alpha / beta)   0.1262 / 0.1215 hartree
Molar mass   116.2 g mol⁻¹
Electronic energy   -10508.12147 eV
2S+1   2
Highest occupied orbital energy (alpha / beta)   0.59 / -4.19 eV
Net charge   -1



- What is the electronic energy in the third record?
  -10508.12147 eV



- What is the molar mass in the first record?
  779.6 g mol⁻¹



- Which of these has the highest ΔE to the lowest compared entry with this formula, charge and spin?
  C6H12O2